Density functional theory data (the ωB97M-V functional and the def2-TZVPD basis) for an isolated molecule of C7H15N in a non-equilibrium geometry.

Computed properties:
- E_HOMO: -7.3 eV
- DFT total energy: -330.29642 Ha

The geometry in ORCA input format:
```
! RIJCOSX wB97M-V def2-TZVPD def2/J DEFGRID3
* xyz 0 1
C 0.18 1.47 2.05
C 1.08 0.99 0.90
C 0.81 -0.47 0.49
C -0.87 0.43 -1.24
C -0.24 -0.68 -0.64
C -0.85 -2.08 -0.60
C 0.46 -0.42 -2.06
N -1.24 1.70 1.79
H 0.22 0.72 2.84
H 0.61 2.39 2.49
H 0.89 1.57 0.00
H 2.13 1.12 1.19
H 0.45 -1.06 1.35
H 1.72 -0.98 0.15
H -1.63 0.47 -2.02
H -1.50 -2.15 0.27
H -1.44 -2.26 -1.51
H -0.07 -2.85 -0.49
H 1.10 -1.32 -2.08
H 1.16 0.40 -2.24
H -0.09 -0.62 -2.98
H -1.35 2.57 1.28
H -1.54 1.07 1.06
*
```